No. 1
Entry from the Open Molecules 2025 dataset: C47H38Cl2NO5OsP2S as an isolated structure in a non-equilibrium geometry (wB97M-V/def2-TZVPD).

Geometry as XYZ:
```
97
Properties=species:S:1:pos:R:3:forces:R:3
Os -0.117630 0.160086 0.366541 0.0 0.0 -0.5
C -2.828331 1.412322 1.859713 0.5 0.1 0.0
P -2.458090 0.213681 0.482978 0.3 -0.5 -0.3
C -3.221259 -1.359950 1.077330 0.3 0.1 -0.1
C -2.219412 -2.482647 1.397641 0.3 0.0 -0.5
C -2.743433 -3.825503 1.473985 -0.9 -0.3 0.1
C -4.083182 -4.054946 1.400074 1.0 -0.4 0.1
C -4.986312 -3.034507 1.011303 -0.1 1.1 -0.2
C -4.569091 -1.758361 0.776392 -0.6 -0.8 0.1
C -3.586226 0.786784 -0.823374 0.2 0.0 0.1
C -4.881369 1.207068 -0.521190 0.2 0.0 -0.1
C -5.737409 1.587306 -1.536397 -0.1 0.1 0.1
C -5.297889 1.573999 -2.851783 0.0 0.0 0.0
C -4.006985 1.173941 -3.155036 -0.1 0.1 -0.1
C -3.150348 0.776193 -2.143957 0.1 -0.1 0.2
C -1.517442 1.862895 2.429379 -0.3 -1.6 -1.6
C -1.228850 2.735813 3.455122 2.2 1.3 1.7
C 0.178633 2.742061 3.606548 -2.5 1.4 1.2
C 0.686376 1.874139 2.671041 0.6 -1.7 -1.3
C 2.069553 1.356179 2.466926 -0.3 0.3 -0.2
P 2.171762 0.572616 0.790094 0.3 -0.1 -0.3
C 3.468187 -0.684154 0.933982 -0.2 0.1 0.0
C 4.490729 -0.560033 1.867296 -0.1 0.0 -0.2
C 5.488488 -1.515434 1.922119 0.1 0.0 0.1
C 5.471228 -2.589607 1.048125 0.0 -0.1 -0.1
C 4.439631 -2.726226 0.134465 0.1 0.0 -0.1
C 3.429921 -1.782626 0.081510 0.0 0.2 0.0
C 2.978932 1.871986 -0.202076 -0.1 -0.1 0.1
C 4.086545 1.615783 -1.002955 -0.1 -0.1 0.2
C 4.595619 2.612948 -1.816796 0.1 0.1 -0.1
C 4.004128 3.865023 -1.833346 0.1 0.0 -0.1
C 2.893942 4.122108 -1.042749 -0.1 0.1 0.0
C 2.376052 3.127053 -0.238232 0.1 -0.1 0.0
N -0.348216 1.354130 1.930433 0.0 0.3 0.3
H -3.433004 0.918762 2.630726 0.1 0.1 0.0
H -3.393584 2.263343 1.467990 0.1 0.0 0.1
H -1.193087 -2.357632 1.048535 -0.1 0.1 0.2
H -2.047154 -4.627493 1.666715 0.1 -0.1 -0.1
H -4.464747 -5.053327 1.543609 0.0 -0.1 0.0
H -6.021802 -3.290303 0.847568 -0.1 0.0 -0.1
H -5.247513 -1.026015 0.365257 -0.1 -0.1 0.0
H -5.215902 1.237020 0.507425 -0.1 0.0 0.0
H -6.744584 1.899626 -1.300026 -0.1 0.0 0.0
H -5.965896 1.887069 -3.638605 -0.1 0.0 -0.1
H -3.664359 1.180796 -4.179216 0.0 0.0 -0.1
H -2.135590 0.472078 -2.365563 0.1 0.0 0.0
H -1.940332 3.286928 4.035307 -0.2 0.1 0.1
H 0.745026 3.313725 4.311934 0.1 0.1 0.2
H 2.260453 0.554086 3.188835 -0.1 0.0 0.0
H 2.822785 2.139394 2.581950 -0.1 0.0 0.2
H 4.513485 0.283350 2.542966 0.1 0.1 0.1
H 6.282397 -1.419856 2.648829 0.1 0.0 0.0
H 6.262963 -3.323936 1.080930 0.0 -0.1 0.0
H 4.420106 -3.570838 -0.536564 0.0 -0.1 0.0
H 2.596433 -1.903160 -0.598074 0.0 0.0 0.0
H 4.550370 0.638056 -0.990154 0.0 0.0 0.0
H 5.452581 2.408995 -2.443933 0.0 0.0 0.0
H 4.398808 4.637313 -2.476960 0.0 0.1 0.0
H 2.425210 5.095298 -1.068742 0.0 0.1 0.0
H 1.491256 3.307296 0.360417 -0.1 0.1 0.0
Cl -0.719211 -3.550500 7.909765 -0.1 -0.1 0.3
C -0.197859 -3.269665 6.285442 0.0 0.1 -0.3
C 0.426586 -4.288141 5.581742 -0.1 0.0 0.1
C 0.867099 -4.049548 4.293508 -0.1 0.2 0.0
C 0.677244 -2.800873 3.715638 0.2 0.0 -0.3
C 0.025044 -1.799097 4.422377 0.1 -0.2 0.0
C -0.423122 -2.030323 5.708249 0.1 -0.1 0.2
C 1.151465 -2.540019 2.291986 -0.4 -0.1 0.8
O 1.644273 -3.448365 1.649681 0.1 -0.4 -0.4
O 0.958971 -1.333013 1.923022 -0.4 0.3 -0.3
H 0.548057 -5.256801 6.040123 0.1 -0.1 0.1
H 1.357036 -4.824029 3.721954 0.0 0.0 -0.1
H -0.138549 -0.845144 3.943477 0.0 0.0 0.0
H -0.948732 -1.266980 6.259359 0.0 0.1 0.1
S -3.354360 -1.711964 3.947687 0.2 0.2 -0.5
C -2.643878 -1.535068 2.478866 -0.1 0.0 1.3
C -0.050820 -0.196239 -6.413729 0.0 0.0 0.1
C 0.092705 1.112339 -5.693110 0.3 -0.1 0.2
C -0.749154 2.173533 -6.005472 0.0 0.2 0.2
C -0.587968 3.402999 -5.392208 0.1 -0.3 -0.1
Cl -1.699125 4.678731 -5.750401 -0.2 0.3 -0.1
C 0.458523 3.630879 -4.516844 0.0 0.0 0.0
C 1.299388 2.586028 -4.200789 0.0 -0.2 -0.1
C 1.087130 1.320389 -4.732383 -0.1 0.3 -0.1
O 1.928037 0.305870 -4.306363 -0.1 0.3 -0.2
C 1.323032 -0.671604 -3.492550 -0.2 -0.3 0.3
C 0.670084 -0.157608 -2.204841 0.0 0.6 -0.5
O 0.264120 -1.044013 -1.397893 -0.1 -0.6 0.6
O 0.535522 1.049777 -1.954387 0.2 0.0 -0.3
H -0.321498 -0.026342 -7.454079 0.0 0.0 0.0
H -0.829771 -0.812713 -5.963826 0.0 -0.1 0.0
H 0.889061 -0.742701 -6.387452 0.0 -0.1 0.0
H -1.538144 2.042439 -6.730728 -0.1 0.0 -0.1
H 0.591390 4.599537 -4.064134 0.0 0.1 0.0
H 2.121329 2.720861 -3.517374 0.0 0.0 0.2
H 2.126110 -1.357139 -3.205961 -0.2 0.0 0.0
H 0.557418 -1.246190 -4.034616 0.1 0.0 0.1
```
Positions in Å, forces in eV/Å.

Its expectation value of S² is 8.779. For the HOMO-LUMO gap (alpha / beta), the calculation gives 7.57 / 4.65 eV. For the maximum force, the calculation gives 3.1 eV/A. The highest occupied orbital energy (alpha / beta) comes out at -7.36 / -7.85 eV. As for the multiplicity: 6.

No. 2
Entry from the Open Molecules 2025 dataset: C47H38ClN6O8PYb as an isolated structure in a non-equilibrium geometry (wB97M-V/def2-TZVPD).

Geometry as XYZ:
```
102
Properties=species:S:1:pos:R:3:forces:R:3
Yb 0.110940 0.184826 -0.160221 0.4 0.1 -0.2
O -6.931931 1.721738 -0.193567 -0.2 0.3 0.5
C -6.209136 1.987976 -1.162953 -1.3 -0.9 -0.7
O -6.461568 2.412024 -2.301411 0.2 0.4 0.1
C -4.790688 1.547177 -0.957651 2.5 0.9 1.3
C -3.868582 1.510580 -1.986269 -0.7 0.0 -1.4
C -2.557722 1.130587 -1.791872 0.9 -0.2 0.5
N -2.031084 0.979002 -0.546710 -2.0 -0.1 0.4
C -2.908856 1.155276 0.519061 0.4 -0.4 -1.5
C -4.245859 1.422343 0.348703 -1.0 -0.3 -1.2
C -2.330569 1.046179 1.841953 0.8 0.7 2.7
C -3.038504 1.322117 3.027105 0.4 -0.1 -0.5
C -2.391883 1.401683 4.268622 -0.8 -0.5 -0.6
C -1.036763 1.196343 4.313799 1.6 -0.2 0.0
C -0.376915 0.904451 3.122584 0.1 -0.9 -0.1
N -1.019434 0.796852 1.963296 0.7 0.4 -1.3
C -1.573021 0.919149 -2.916614 -0.7 0.8 0.2
C -1.887618 1.186699 -4.257656 0.4 -0.2 0.7
C -0.876033 1.114183 -5.174371 1.6 -0.3 -1.8
C 0.456507 0.883431 -4.772147 -1.2 0.1 1.0
C 0.664706 0.610116 -3.444830 -0.5 -0.3 0.6
N -0.350842 0.583158 -2.528191 1.2 -0.1 -0.5
H -4.258281 1.814089 -2.971328 0.2 -0.4 0.5
H -4.994740 1.524183 1.126136 0.3 0.0 0.2
H -4.081015 1.474819 2.878870 -0.7 0.2 0.6
H -2.934926 1.518764 5.198393 -0.2 0.3 -0.2
H -0.436802 1.219905 5.231777 -0.5 0.1 -0.3
H 0.687043 0.603376 3.037049 -0.7 0.6 0.6
H -2.866850 1.491925 -4.543703 -0.6 -0.1 -0.1
H -1.001700 1.185763 -6.278410 -0.4 0.3 1.0
H 1.315625 0.937074 -5.399300 0.2 -0.1 -0.7
H 1.664625 0.369256 -3.091977 -0.3 0.2 0.0
N 2.149139 3.101522 -0.030932 0.1 -0.7 0.5
P 0.603654 3.021765 -0.719444 0.1 -0.7 1.0
C -0.322681 4.225171 0.245365 -1.1 0.1 -0.9
C 0.245592 5.203804 1.041992 0.0 0.6 0.9
C -0.512313 6.225613 1.610536 -0.1 0.5 -0.2
C -1.900160 6.254272 1.379398 1.1 1.4 0.8
C -2.462064 5.261191 0.641658 -0.8 -0.9 -1.0
C -1.706756 4.275638 0.014266 0.0 -0.3 0.4
C 0.957334 3.792018 -2.295238 -0.7 0.9 -1.4
C -0.033633 4.462381 -3.059869 -0.8 0.8 0.0
C 0.300918 5.110024 -4.265078 -0.4 -0.2 0.5
C 1.586086 5.073814 -4.759001 0.5 -0.8 -0.1
C 2.505180 4.276256 -4.108731 1.2 -0.5 1.4
C 2.231177 3.688992 -2.855305 -0.3 0.1 -0.5
C 2.789104 2.171984 0.763714 0.2 0.1 0.1
C 4.087276 2.447286 1.304921 -1.5 -0.1 -0.8
C 4.707638 1.410164 1.931830 -0.2 -0.2 0.0
C 4.062394 0.165987 2.088963 0.4 0.9 0.0
C 2.794612 0.017930 1.592976 1.0 0.0 0.5
N 2.158793 0.996032 0.959702 -0.5 1.2 -0.8
H 2.638933 3.941159 -0.194839 0.8 1.0 0.0
H 1.283392 5.190202 1.317195 0.5 -0.1 -0.3
H 0.009387 7.048369 2.153469 -0.6 -0.9 -0.3
H -2.500582 7.105511 1.734749 0.3 -0.6 0.0
H -3.524249 5.235946 0.469533 -0.3 0.2 0.0
H -2.257194 3.538570 -0.595866 0.6 0.4 0.3
H -1.092938 4.636392 -2.712306 1.3 -0.5 -0.1
H -0.413790 5.667461 -4.857913 -0.3 0.0 0.4
H 1.876530 5.601405 -5.656392 -0.1 0.0 -0.1
H 3.533307 4.120589 -4.439757 -0.3 0.3 -0.3
H 2.997267 3.155223 -2.294719 0.0 0.0 -0.4
H 4.579335 3.416462 1.186759 -0.3 -0.3 -0.1
H 5.710619 1.629114 2.257860 0.2 -0.5 0.4
H 4.585343 -0.604571 2.599525 0.1 -0.7 0.2
H 2.277759 -0.917661 1.629883 -0.2 -0.5 0.2
O 3.517121 -1.988643 -0.427904 0.6 -0.7 0.3
Cl 3.015162 -1.199590 -1.487370 -2.6 0.0 1.6
O 3.433061 0.140678 -1.358671 0.4 1.5 0.0
O 3.287573 -1.685807 -2.756016 0.3 -1.1 -1.7
O 1.473447 -1.210955 -1.298903 1.6 0.2 -0.2
C 3.189346 -5.289551 0.527719 0.4 1.2 -0.6
O 2.415709 -5.023079 1.687976 0.1 0.3 -0.1
C 1.857557 -6.091636 2.243815 -0.6 -1.7 0.5
C 2.232035 -7.416994 1.975353 -0.2 0.0 -0.1
C 1.529119 -8.484177 2.546346 0.5 0.6 0.4
C 0.505088 -8.263223 3.436208 -0.5 0.1 0.2
C 0.064774 -6.951301 3.652124 0.1 -0.4 0.8
C 0.766461 -5.903048 3.121835 0.4 0.8 -0.9
N 0.357227 -4.537110 3.332105 -0.5 1.1 -0.9
C -0.089781 -3.718807 2.378684 -0.1 -2.0 -0.6
C -0.577358 -4.002387 1.072277 0.2 -1.4 0.0
C -0.862364 -5.295656 0.394397 0.2 1.2 1.9
C -1.694386 -5.334320 -0.678894 0.6 -0.9 0.7
C -2.131545 -4.126658 -1.210770 -0.6 -0.3 -0.8
C -1.769539 -2.928530 -0.735989 0.0 1.4 0.3
C -0.941634 -2.816086 0.407596 0.6 0.6 -1.0
O -0.422739 -1.673842 0.750436 -0.7 -0.1 0.1
H 3.385129 -4.287977 0.098629 -0.1 -0.7 0.0
H 2.656042 -5.932714 -0.179533 0.0 0.2 0.1
H 4.141763 -5.736384 0.785133 0.2 -0.2 0.1
H 3.081456 -7.649010 1.343800 -0.2 0.2 0.0
H 1.839384 -9.503587 2.398426 0.2 -0.1 -0.3
H 0.110310 -9.118112 3.983460 -0.3 0.4 -0.3
H -0.780972 -6.698515 4.284572 0.1 -0.3 0.0
H 0.592030 -4.046460 4.182330 0.1 -0.4 0.2
H -0.194594 -2.676736 2.600929 0.2 0.4 0.6
H -0.460892 -6.178816 0.879337 -0.2 -0.1 -0.2
H -2.039848 -6.270199 -1.108795 0.3 0.1 0.0
H -2.755208 -4.176657 -2.075196 -0.4 0.1 -0.5
H -2.111419 -2.025136 -1.242470 0.1 -0.1 0.2
```
Positions in Å, forces in eV/Å.

Its expectation value of S² is 0.751. For the HOMO-LUMO gap (alpha / beta), the calculation gives 6.49 / 6.47 eV. For the maximum force, the calculation gives 3.1 eV/A. The highest occupied orbital energy (alpha / beta) comes out at -9.86 / -9.86 eV. As for the total charge: +1. As for the multiplicity: 2.

What did we get for relative energy (zero: lowest compared OMol25 entry of this formula, charge and spin)? Answer: 3.287 0.000 eV, in the order shown.